# 1
{"formula": "C27H29IN2O2SZn", "method": "ωB97M-V/def2-TZVPD", "species": ["Zn", "S", "C", "C", "C", "C", "C", "C", "N", "C", "C", "C", "C", "C", "C", "C", "H", "H", "H", "H", "H", "H", "H", "H", "C", "C", "C", "C", "C", "C", "C", "C", "C", "C", "C", "C", "O", "H", "H", "H", "H", "H", "H", "H", "H", "H", "H", "H", "H", "H", "H", "H", "H", "H", "N", "C", "O", "C", "I", "H", "H", "H", "H"], "coordinates": [[-0.4906, 0.1820, 0.1779], [-1.1910, -4.1912, -0.8273], [-0.0661, -4.3543, 0.4774], [0.3942, -5.5122, 1.1032], [1.3284, -5.3723, 2.1097], [1.8067, -4.1062, 2.4771], [1.3502, -2.9655, 1.8514], [0.3905, -3.0930, 0.8506], [-0.1473, -2.0378, 0.1075], [-0.9782, -2.4774, -0.7976], [-1.6780, -1.5654, -1.7333], [-2.3514, -2.0577, -2.8497], [-2.9465, -1.1690, -3.7275], [-2.8582, 0.1982, -3.4792], [-2.1813, 0.6684, -2.3597], [-1.5711, -0.1993, -1.4485], [0.0337, -6.4895, 0.8094], [1.7022, -6.2524, 2.6166], [2.5466, -4.0204, 3.2630], [1.7206, -1.9908, 2.1205], [-2.4023, -3.1234, -3.0498], [-3.4716, -1.5359, -4.6004], [-3.3236, 0.8965, -4.1658], [-2.1351, 1.7406, -2.1994], [2.5097, 0.7257, 2.0206], [1.8932, 1.0855, 3.3766], [1.4264, -0.1547, 4.1470], [0.7980, 2.1271, 3.3318], [0.9555, 3.2691, 4.1151], [-0.0331, 4.2322, 4.2180], [-1.2169, 4.0341, 3.5224], [-1.4213, 2.9158, 2.7212], [-2.7484, 2.7815, 1.9940], [-3.5467, 1.5348, 2.3850], [-2.6276, 2.9064, 0.4746], [-0.3972, 1.9499, 2.6193], [-0.6047, 0.8470, 1.8883], [3.4241, 0.1422, 2.1647], [2.7619, 1.6207, 1.4475], [1.8327, 0.1254, 1.4092], [2.6928, 1.5428, 3.9648], [0.5681, -0.6130, 3.6510], [1.1192, 0.1126, 5.1600], [2.2244, -0.8993, 4.2273], [1.8837, 3.3901, 4.6652], [0.1092, 5.1097, 4.8356], [-2.0132, 4.7681, 3.5947], [-3.3316, 3.6475, 2.3192], [-3.0272, 0.6254, 2.0833], [-4.5290, 1.5480, 1.9044], [-3.6979, 1.4906, 3.4656], [-2.1292, 2.0434, 0.0386], [-2.0674, 3.8008, 0.1932], [-3.6189, 2.9662, 0.0164], [3.4689, 0.7461, -1.4639], [2.1861, 0.3592, -1.5364], [1.3105, 0.9267, -0.8884], [1.8547, -0.7402, -2.5144], [2.7741, -2.5926, -2.0051], [3.7146, 1.4722, -0.8124], [4.1910, 0.2555, -1.9609], [2.2111, -0.4935, -3.5108], [0.7822, -0.8937, -2.5215]], "forces_ev_per_angstrom": [[0.0, 0.0, -0.4], [-0.1, -0.1, -0.1], [0.0, -0.2, 0.0], [0.0, 0.1, 0.0], [0.0, 0.1, 0.0], [0.0, 0.0, 0.0], [0.0, -0.1, 0.0], [0.0, 0.5, -0.2], [-0.1, -0.3, 0.1], [-0.1, 0.3, -0.1], [0.3, -0.2, 0.2], [0.0, 0.0, -0.1], [0.0, 0.0, 0.0], [0.0, -0.1, 0.0], [0.0, -0.1, 0.0], [-0.3, 0.1, -0.1], [0.0, 0.0, 0.0], [0.0, 0.0, 0.0], [0.0, 0.0, 0.0], [0.0, 0.1, 0.0], [0.0, 0.0, 0.0], [0.0, 0.0, 0.0], [0.0, 0.0, 0.0], [0.0, 0.0, 0.0], [-0.1, -0.2, 0.0], [0.1, -0.1, 0.0], [-0.1, -0.1, -0.1], [0.1, 0.2, 0.2], [0.0, 0.0, 0.0], [0.0, -0.1, -0.1], [0.0, 0.0, -0.1], [0.0, 0.1, 0.0], [0.0, 0.1, 0.1], [0.0, 0.0, 0.0], [0.0, 0.0, 0.0], [-0.3, -0.2, -0.4], [0.3, -0.1, 0.4], [0.0, 0.0, 0.0], [-0.1, 0.0, 0.1], [0.1, 0.1, 0.1], [0.1, 0.0, 0.0], [0.0, 0.0, 0.0], [0.0, 0.0, 0.0], [0.0, 0.0, 0.0], [0.0, 0.0, 0.0], [0.0, 0.0, 0.0], [0.0, 0.0, 0.0], [-0.1, 0.0, 0.0], [0.0, 0.0, 0.0], [0.0, 0.0, 0.0], [0.0, 0.0, 0.0], [0.0, 0.0, 0.0], [0.0, 0.0, 0.0], [0.0, 0.0, 0.0], [-0.1, 0.0, -0.1], [0.0, 0.2, -0.1], [0.1, -0.1, 0.2], [0.0, 0.0, 0.0], [0.0, 0.0, 0.0], [0.0, 0.0, 0.0], [0.0, 0.0, 0.0], [0.0, 0.0, 0.0], [0.0, 0.0, 0.0]], "lowdin_charge": [0.760, 1.124, -0.471, -0.084, -0.083, -0.067, -0.015, -0.323, 0.058, -0.539, -0.283, -0.064, -0.085, -0.082, -0.110, -0.154, 0.109, 0.104, 0.106, 0.082, 0.091, 0.102, 0.101, 0.089, -0.073, -0.360, -0.061, -0.146, -0.054, -0.101, -0.051, -0.135, -0.367, -0.059, -0.063, -0.268, -0.210, 0.083, 0.076, 0.031, 0.121, 0.071, 0.084, 0.072, 0.105, 0.093, 0.105, 0.120, 0.064, 0.076, 0.082, 0.016, 0.088, 0.083, 0.186, -0.620, -0.008, -0.529, 0.882, 0.118, 0.096, 0.056, 0.029], "max_force_ha_per_bohr": 0.011, "gap_ha": 0.26100, "spin_multiplicity": 1}

***

# 2
{"formula": "C27H29N5O3", "method": "ωB97M-V/def2-TZVPD", "species": ["O", "C", "C", "C", "C", "O", "N", "C", "C", "C", "C", "C", "C", "C", "C", "O", "N", "C", "C", "C", "C", "C", "C", "C", "C", "N", "C", "C", "N", "C", "C", "C", "C", "N", "C", "H", "H", "H", "H", "H", "H", "H", "H", "H", "H", "H", "H", "H", "H", "H", "H", "H", "H", "H", "H", "H", "H", "H", "H", "H", "H", "H", "H", "H"], "coordinates": [[-1.3245, -1.8140, -0.2684], [-1.5794, -1.4834, -1.4044], [-0.5814, -1.5995, -2.5475], [0.8151, -1.8462, -1.9850], [1.2213, -0.6453, -1.1451], [0.8002, 0.4734, -1.4097], [2.1153, -0.8694, -0.1612], [2.4601, -2.1673, 0.3125], [3.7513, -2.6449, 0.1331], [4.0983, -3.8883, 0.6316], [3.1625, -4.6505, 1.3101], [1.8767, -4.1685, 1.4925], [1.5206, -2.9259, 1.0000], [2.6829, 0.2395, 0.6099], [1.6963, 0.7092, 1.7075], [1.9540, 0.5581, 2.8847], [0.5883, 1.2767, 1.2244], [-0.5047, 1.7370, 2.0517], [-0.7691, 3.2399, 1.8093], [-2.2064, 3.3401, 1.2879], [-2.4735, 1.9697, 0.6721], [-1.8087, 1.0215, 1.6649], [3.1698, 1.3630, -0.2724], [3.7336, 1.1055, -1.5176], [4.1948, 2.1690, -2.2746], [4.1445, 3.4273, -1.8742], [3.6293, 3.6707, -0.6823], [3.1325, 2.6850, 0.1559], [-2.7812, -0.9801, -1.8052], [-3.9222, -0.7458, -1.0360], [-4.9540, 0.0119, -1.5883], [-6.0902, 0.2508, -0.8380], [-6.1577, -0.2830, 0.4409], [-5.1897, -1.0130, 0.9656], [-4.1031, -1.2435, 0.2573], [-0.8846, -2.4222, -3.1990], [-0.5812, -0.6719, -3.1231], [1.5361, -1.9457, -2.8004], [0.8293, -2.7586, -1.3929], [4.4795, -2.0435, -0.3918], [5.1022, -4.2600, 0.4906], [3.4376, -5.6185, 1.7008], [1.1482, -4.7579, 2.0282], [0.5212, -2.5403, 1.1326], [3.5488, -0.1688, 1.1477], [0.4647, 1.3161, 0.2166], [-0.2126, 1.5277, 3.0834], [-0.6254, 3.8243, 2.7163], [-0.0679, 3.6072, 1.0584], [-2.3291, 4.1537, 0.5744], [-2.8963, 3.5050, 2.1169], [-3.5364, 1.7671, 0.5469], [-1.9868, 1.8937, -0.3025], [-2.4431, 0.9010, 2.5429], [-1.6102, 0.0366, 1.2468], [3.8042, 0.0969, -1.8969], [4.6307, 2.0065, -3.2520], [3.6125, 4.7110, -0.3843], [2.7312, 2.9408, 1.1240], [-2.8447, -0.6550, -2.7611], [-4.8597, 0.4081, -2.5908], [-6.9027, 0.8372, -1.2379], [-7.0219, -0.1249, 1.0713], [-3.3451, -1.8453, 0.7335]], "forces_ev_per_angstrom": [[0.1, -0.2, 0.3], [0.0, 0.2, -0.7], [0.3, -0.1, 0.2], [-0.4, 0.1, 0.0], [-0.1, -0.4, -0.3], [-0.2, 0.1, -0.2], [0.4, 0.2, 0.3], [0.0, -0.5, 0.1], [-0.1, 0.0, 0.0], [0.1, 0.0, 0.0], [0.0, -0.1, 0.0], [0.0, -0.1, 0.0], [0.1, 0.1, 0.0], [0.0, 0.2, 0.3], [0.3, -0.1, -0.4], [0.2, -0.1, 0.4], [-0.3, 0.1, -0.2], [0.1, -0.1, 0.3], [-0.1, 0.1, 0.1], [0.0, 0.0, -0.1], [-0.2, 0.0, 0.2], [0.0, 0.0, -0.1], [0.2, 0.2, -0.2], [0.0, 0.2, 0.2], [0.0, -0.4, 0.0], [0.1, 0.4, -0.3], [-0.1, 0.0, 0.3], [0.1, -0.2, -0.1], [-0.1, 0.1, -0.3], [-0.5, 0.1, 0.3], [0.1, -0.1, 0.2], [0.1, -0.1, 0.0], [-0.2, 0.2, -0.1], [-0.2, 0.0, 0.4], [0.5, -0.2, -0.2], [0.0, 0.0, 0.0], [-0.1, -0.1, 0.0], [0.0, 0.0, 0.0], [0.0, 0.0, -0.1], [0.1, 0.1, -0.1], [0.1, 0.0, 0.0], [0.0, -0.1, 0.0], [-0.1, -0.1, 0.0], [-0.1, 0.1, 0.0], [-0.3, 0.1, -0.1], [0.2, -0.1, 0.1], [-0.1, 0.0, -0.2], [0.1, 0.1, 0.0], [0.0, 0.0, 0.0], [-0.1, 0.1, 0.0], [-0.1, 0.0, 0.0], [0.0, 0.0, -0.1], [0.0, 0.0, -0.1], [-0.1, 0.0, 0.1], [0.0, -0.1, 0.1], [0.0, -0.1, -0.1], [0.0, -0.1, -0.1], [0.0, 0.1, 0.1], [-0.1, 0.1, 0.1], [0.1, -0.1, 0.2], [0.0, 0.1, -0.1], [-0.1, 0.0, 0.0], [-0.1, 0.1, 0.0], [0.1, 0.0, -0.1]], "lowdin_charge": [0.071, -0.447, -0.091, -0.070, -0.434, 0.061, 0.052, -0.227, -0.011, -0.074, -0.083, -0.061, -0.005, -0.110, -0.455, 0.074, 0.118, -0.270, -0.123, -0.187, -0.192, -0.128, -0.160, -0.016, -0.142, 0.055, -0.137, -0.003, 0.140, -0.213, -0.021, -0.065, -0.161, 0.073, -0.092, 0.130, 0.121, 0.136, 0.112, 0.117, 0.104, 0.103, 0.108, 0.112, 0.167, 0.117, 0.144, 0.108, 0.109, 0.105, 0.111, 0.097, 0.112, 0.122, 0.089, 0.110, 0.104, 0.105, 0.115, 0.148, 0.113, 0.102, 0.102, 0.107], "max_force_ha_per_bohr": 0.013, "gap_ha": 0.34841, "spin_multiplicity": 1, "smiles": "O=C(CCC(=O)N(c1ccccc1)[C@H](C(=O)NC1CCCC1)c1ccncc1)Nc1cccnc1"}